Formula: C5H13N2O
Source: OMol25
Level of theory: ωB97M-V/def2-TZVPD

Each line ends with the Löwdin charge.
Positions of all 21 atoms, in Å:
O 2.24511 1.43839 -0.80173  0.025
N -3.39520 -1.51659 -1.83655  0.083
N -1.17494 0.23497 0.52448  0.143
C -2.16331 -0.72552 0.10135  -0.129
C 1.82960 -0.77387 -0.00335  0.022
C 2.18636 0.54590 0.23561  -0.451
C -2.72952 -0.54258 -1.11181  -0.165
C 2.51457 1.21239 1.55280  -0.038
H 3.59337 1.38536 1.46909  0.098
H 2.31788 0.61680 2.45441  0.088
H -1.42400 1.23387 0.27867  0.198
H 2.75255 2.23074 -0.52634  0.125
H -2.65101 0.44098 -1.58920  0.134
H 1.94105 -1.49708 0.79972  0.068
H -3.13768 -2.44038 -1.58128  0.088
H -1.06045 0.13357 1.51873  0.151
H 2.03751 2.22944 1.71352  0.109
H -0.21356 -0.02338 0.14540  0.115
H -3.29951 -1.36833 -2.86116  0.128
H 1.79404 -1.11714 -1.04575  0.078
H -1.96286 -1.69755 0.56340  0.131

Calculated values
**Net charge**: +1
**Lowest unoccupied orbital energy**: -3.123 eV
**Energy relative to the best compared isomer or geometry (same formula, charge and spin)**: 60.2 kcal per mole
**DFT total energy**: -10415.587 eV

Formula: C5H13N2O2
Source: OMol25
Level of theory: ωB97M-V/def2-TZVPD

Each line ends with the Löwdin charge.
Positions of all 22 atoms, in Å:
O 1.44189 -0.04982 1.00024  0.026
O -0.97925 0.74482 -1.49208  -0.162
N 0.09922 1.05735 -0.62403  -0.100
N -0.49501 -1.19788 0.14957  0.094
C 1.83366 -1.16547 1.78171  -0.020
C -1.05953 -2.16141 1.05977  -0.019
C 1.23712 1.70159 -1.20862  -0.036
C 0.38460 -0.19997 0.28307  -0.194
C -1.80532 1.96693 -1.43147  -0.017
H -2.19596 2.21950 -0.48933  0.080
H -1.06069 -1.08656 -0.67407  0.146
H -2.54861 1.47116 -2.07543  0.103
H -1.11875 -3.13564 0.63358  0.097
H -0.56085 -2.24955 2.00105  0.065
H 1.05704 1.97419 -2.20731  0.085
H 1.63324 2.55863 -0.54881  0.135
H 2.07441 0.99238 -1.25953  0.095
H 1.91769 -2.07939 1.07832  0.139
H -1.55575 2.80727 -2.09553  0.103
H 1.01786 -1.49890 2.61134  0.136
H -2.09635 -1.81917 1.21756  0.121
H 2.77933 -0.85006 2.29002  0.122

Calculated values
**Net charge**: +1
**Lowest unoccupied orbital energy**: -3.303 eV
**Energy relative to the best compared isomer or geometry (same formula, charge and spin)**: 104.7 kcal per mole
**DFT total energy**: -12460.522 eV
**Structure (SMILES)**: C/[NH+]=C(\OC)N(C)OC

Formula: C5H13N2O4
Source: OMol25
Level of theory: ωB97M-V/def2-TZVPD

Each line ends with the Löwdin charge.
Positions of all 24 atoms, in Å:
O -1.24771 -1.90535 -1.57437  0.032
O 1.20449 2.98856 0.00420  -0.018
O 0.22363 0.16990 2.57364  0.029
O 0.23197 0.43643 -0.54409  -0.100
N -1.07379 -3.01338 0.34436  0.215
N -1.21999 0.29477 -2.95552  0.224
C -0.37308 -0.62682 0.27771  -0.064
C 1.25895 0.72994 0.48871  -0.217
C 1.28319 2.07471 1.03424  -0.252
C -0.85166 -1.91071 -0.40875  -0.411
C 0.81592 -0.32933 1.49900  -0.233
H 0.52096 2.14191 1.70009  0.086
H -1.37555 -0.64257 -2.49791  0.055
H 1.42161 -1.15452 1.66313  0.133
H 2.19445 2.31315 1.75741  0.191
H 0.97865 3.85074 0.41317  0.124
H -0.32849 0.41465 -2.31278  0.147
H 0.18370 -0.45931 3.32927  0.154
H 2.24185 0.41122 0.05044  0.179
H -1.49797 -3.77583 -0.18809  0.144
H -1.61291 1.23850 -2.70736  0.169
H -1.04836 0.02343 -3.93915  0.150
H -0.71726 -3.18221 1.23314  0.096
H -1.21259 -0.08787 0.75952  0.167

Calculated values
**Net charge**: +1
**Lowest unoccupied orbital energy**: -2.707 eV
**Energy relative to the best compared isomer or geometry (same formula, charge and spin)**: 14.8 kcal per mole
**DFT total energy**: -16557.636 eV